Entry 1:
Here is C4H9N3O2 as an isolated structure from the Open Molecules 2025 dataset. Energies are from the ωB97M-V functional and the def2-TZVPD basis.

Structure (ORCA input):
```
! wB97M-V def2-TZVPD RIJCOSX def2/J DEFGRID3
* xyz 0 1
C -1.2003 -0.4858 1.1297
C 1.2009 -0.3143 0.3073
C 0.2957 -0.1785 1.3735
C 0.9500 -0.2922 -1.0847
N -0.3613 0.2551 -1.5439
N -1.8192 0.7392 0.5472
O 2.5554 -0.4324 0.6560
O 0.5674 0.2863 2.4934
N 1.7262 -0.5569 -2.0734
H 2.9665 0.4559 0.6640
H -1.5157 1.5283 1.1249
H -0.8018 -0.4596 -2.1245
H -0.1335 1.0363 -2.1579
H 2.6167 -0.9326 -1.7645
H -1.2204 0.6545 -0.6226
H -2.8357 0.7019 0.5533
H -1.3508 -1.2952 0.4170
H -1.6401 -0.7098 2.1051
*
```

Properties
HOMO level: -0.2568 Ha
LUMO level: 0.238 eV
Frontier orbital gap: 7.23 eV

Atomic partial charges in e from the Mulliken method, atoms 1 to 8: number 1, C, carries -0.9040; number 2, C, carries 0.0805; number 3, C, carries 0.4375; number 4, C, carries 0.2834; number 5, N, carries -0.3877; number 6, N, carries -0.4931; number 7, O, carries -0.5729; number 8, O, carries -0.6966



Entry 2:
Here is a 2-piece molecular cluster, C4H9N3O2 overall from the Open Molecules 2025 dataset. Energies are from the ωB97M-V functional and the def2-TZVPD basis.

Structure (ORCA input):
```
! wB97M-V def2-TZVPD RIJCOSX def2/J DEFGRID3
* xyz 0 1
C 1.9781 0.3439 -0.4530
C -1.0725 0.3864 -2.1992
O 0.8165 -0.2633 -0.9952
N -0.0302 0.8440 -1.7013
H 2.6258 0.6794 -1.2635
H 2.4982 -0.4179 0.1279
H 1.7043 1.1826 0.1886
H -1.3747 -0.6998 -1.9331
H -1.7358 1.0965 -2.6757
C -0.4516 -0.2257 1.4943
N -1.2352 0.8621 1.2714
C -0.4396 -1.2140 0.3423
N 0.3247 -0.2884 2.5037
O -1.4615 -1.3826 -0.3483
H -1.9963 0.7406 0.6160
H -1.3168 1.5299 2.0183
H 0.9314 -1.1046 2.4819
H 0.2351 -2.0690 0.5251
*
```

Properties
HOMO level: -0.3475 Ha
LUMO level: 0.633 eV
Frontier orbital gap: 10.09 eV
Structure (SMILES): [H]/N=C(/N)C=O.C=NOC

Atomic partial charges in e from the Mulliken method, atoms 1 to 8: number 1, C, carries -0.6303; number 2, C, carries -0.3291; number 3, O, carries -0.2136; number 4, N, carries -0.3000; number 5, H, carries 0.2743; number 6, H, carries 0.2556; number 7, H, carries 0.3458; number 8, H, carries 0.3376



Entry 3:
Here is one molecule with the formula C4H9N3O2Si from the Open Molecules 2025 dataset. Energies are from the ωB97M-V functional and the def2-TZVPD basis.

Structure (ORCA input):
```
! wB97M-V def2-TZVPD RIJCOSX def2/J DEFGRID3
* xyz 0 1
C 1.8856 -1.5032 -0.1575
C -0.9558 -1.5873 0.3283
C -0.6279 1.4404 1.3522
C -1.1933 0.5493 -1.6826
N 2.3168 -2.5714 -0.2386
N 1.3729 -0.2583 -0.0807
N 2.3428 0.8402 0.2421
O 3.3704 0.5605 0.7233
O 1.8967 1.9053 -0.0638
Si -0.3731 0.1238 -0.0649
H -1.7115 -1.7086 1.1998
H -1.7183 -2.0514 -0.4574
H -0.2917 -2.4510 0.4338
H -0.2872 2.3903 0.9964
H -1.6639 1.5487 1.5692
H -0.1961 1.2494 2.3274
H -1.2197 1.4529 -2.1668
H -0.7743 -0.1738 -2.5070
H -2.1725 0.2443 -1.7531
*
```

Properties
HOMO level: -0.3893 Ha
LUMO level: 0.107 eV
Frontier orbital gap: 10.70 eV
Structure (SMILES): C[Si](C)(C)N(C#N)[N+](=O)[O-]

Atomic partial charges in e from the Mulliken method, atoms 1 to 8: number 1, C, carries 0.5187; number 2, C, carries -1.1628; number 3, C, carries -1.1509; number 4, C, carries -1.2501; number 5, N, carries -0.4944; number 6, N, carries -0.0235; number 7, N, carries 1.0545; number 8, O, carries -0.5600



Entry 4:
Here is one molecule with the formula C4H9N3O4 from the Open Molecules 2025 dataset. Energies are from the ωB97M-V functional and the def2-TZVPD basis.

Structure (ORCA input):
```
! wB97M-V def2-TZVPD RIJCOSX def2/J DEFGRID3
* xyz 0 1
C 2.7323 0.0984 -0.0193
C 1.7081 0.4609 0.9962
C 0.4884 1.0532 0.3831
C -0.5027 -0.2475 -0.5422
N -2.6311 0.5796 -0.7185
N -1.8863 -0.1640 -0.0449
N -0.0203 -1.4989 -0.3899
O 2.3944 -0.8767 -0.8963
O 3.7714 0.6675 -0.0177
O -2.1187 -0.6741 1.0066
O -3.9210 0.6232 -0.2273
H 2.1174 1.2518 1.4788
H 1.5309 -0.1920 1.9209
H -0.2158 1.2770 1.2257
H 0.5723 1.8479 -0.3087
H -0.5437 -0.0686 -1.6892
H -0.3389 -1.7887 0.5633
H -0.2548 -2.2397 -1.1272
H 1.5364 -1.2932 -0.7502
H -4.4183 1.1839 -0.8431
*
```

Properties
HOMO level: -0.3567 Ha
LUMO level: 0.521 eV
Frontier orbital gap: 10.23 eV
Structure (SMILES): N[C@H](CCC(=O)O)/[N+]([O-])=N/O

Atomic partial charges in e from the Mulliken method, atoms 1 to 8: number 1, C, carries 0.5088; number 2, C, carries -0.6106; number 3, C, carries -0.7040; number 4, C, carries -0.1452; number 5, N, carries -0.6841; number 6, N, carries 1.0998; number 7, N, carries -0.5715; number 8, O, carries -0.5789



Entry 5:
Here is one molecule with the formula C4H9N3S from the Open Molecules 2025 dataset. Energies are from the ωB97M-V functional and the def2-TZVPD basis.

Structure (ORCA input):
```
! wB97M-V def2-TZVPD RIJCOSX def2/J DEFGRID3
* xyz 0 1
C 0.9030 -0.1907 0.5615
C 0.6641 -1.0501 -0.7084
C -1.6003 0.3539 0.1921
C -0.4720 -0.0193 1.1503
H 2.4344 1.0906 -0.1896
H 1.4896 1.7633 0.9859
H 1.4648 -0.7628 1.3393
H 0.1588 -1.9881 -0.3895
H 1.5621 -1.3329 -1.3162
H 0.2117 0.5992 -1.8457
H -2.2622 0.0701 -1.6768
H -0.5272 0.7226 1.9851
H -0.7590 -0.9304 1.6359
N 1.4535 1.1353 0.1867
N -0.2099 -0.2970 -1.6821
N -1.4104 0.0725 -1.0736
S -3.1010 0.7637 0.8452
*
```

Properties
HOMO level: -0.2958 Ha
LUMO level: 0.631 eV
Frontier orbital gap: 8.68 eV
Structure (SMILES): N[C@@H]1CNNC(=S)C1

Atomic partial charges in e from the Mulliken method, atoms 1 to 8: number 1, C, carries 0.1636; number 2, C, carries -0.6260; number 3, C, carries 0.1352; number 4, C, carries -0.8090; number 5, H, carries 0.2417; number 6, H, carries 0.2442; number 7, H, carries 0.2289; number 8, H, carries 0.3297



Entry 6:
Here is an isolated ion of composition C4H9N3S and charge +2 from the Open Molecules 2025 dataset. Energies are from the ωB97M-V functional and the def2-TZVPD basis.

Structure (ORCA input):
```
! wB97M-V def2-TZVPD RIJCOSX def2/J DEFGRID3
* xyz 2 1
C -0.0900 0.3278 -1.4038
C 0.8265 1.1471 0.5300
C -1.3787 0.2706 0.6462
C 0.6898 -1.6886 0.2717
N -1.2950 0.2246 -0.7939
N 0.9241 0.8750 -0.7830
N -0.3221 1.0776 1.1862
S -0.8554 -1.5049 1.1195
H -0.0881 0.1269 -2.4600
H 1.6736 1.6269 1.0395
H -2.3813 0.4955 1.0128
H 0.6281 -1.7300 -0.8467
H 1.0845 -2.5930 0.5579
H 1.2247 -0.8027 0.4717
H -2.0546 -0.2474 -1.3085
H 1.8393 0.7807 -1.2543
H -0.4253 1.6141 2.0149
*
```

Properties
HOMO level (spin up / spin down): -0.6684 / -0.6684 Ha
LUMO level (spin up / spin down): -10.518 / -10.518 eV
Frontier orbital gap (spin up / spin down): 7.67 / 7.67 eV
Structure (SMILES): CS[C@@H]1NC=[NH+]C=[NH+]1

Atomic partial charges in e from the Mulliken method, atoms 1 to 8: number 1, C, carries -0.3633; number 2, C, carries -0.2301; number 3, C, carries -0.1704; number 4, C, carries -0.5889; number 5, N, carries -0.0507; number 6, N, carries 0.0949; number 7, N, carries 0.0258; number 8, S, carries 0.1107



Entry 7:
Here is an isolated ion of composition C4H9N4 and charge +1 from the Open Molecules 2025 dataset. Energies are from the ωB97M-V functional and the def2-TZVPD basis.

Structure (ORCA input):
```
! wB97M-V def2-TZVPD RIJCOSX def2/J DEFGRID3
* xyz 1 1
C 0.2176 -1.2404 0.0692
C 1.5062 -1.2079 -0.0914
C 1.3157 1.2250 -0.1193
C -0.8058 -0.0319 0.0853
N 2.0417 0.1077 -0.2572
N 0.0637 1.1879 0.2452
N -1.4495 0.1744 -1.2022
N -1.6477 -0.0984 1.2041
H -0.2893 -2.1579 0.0496
H 2.1002 -2.0042 -0.1921
H 1.7240 2.2043 -0.1885
H 3.1038 0.1183 -0.3509
H -0.4521 2.0309 0.1801
H -1.3507 -0.7308 -1.5783
H -2.4114 0.5554 -1.2553
H -1.7616 -0.8673 1.8113
H -1.9048 0.7348 1.5904
*
```

Properties
HOMO level: -0.4851 Ha
LUMO level: -3.777 eV
Frontier orbital gap: 9.42 eV
Structure (SMILES): NC1(N)C=CNC=[NH+]1

Atomic partial charges in e from the Mulliken method, atoms 1 to 8: number 1, C, carries -1.1833; number 2, C, carries -0.2056; number 3, C, carries -0.1417; number 4, C, carries 1.1371; number 5, N, carries -0.1089; number 6, N, carries -0.2520; number 7, N, carries -0.5741; number 8, N, carries -0.4761



Results for total energy: -472.4929 -472.4314 -761.9359 -622.8713 -720.2325 -719.5560 -376.5691 (in a.u., following the order of the records).